No. 1
Computed, not measured: a molecular structure, C25H42NO13Ti at a distorted geometry, with wB97M-V/def2-TZVPD.

The value obtained for the relative energy (zero: lowest compared OMol25 entry of this formula, charge and spin) is 0.0 kcal per mole. As for the calculated total energy: -2860.04069 hartree. Its highest occupied orbital energy (alpha / beta) is -2.2 / -5.0 eV. As for the spin multiplicity: 4. For the gap between HOMO and LUMO (alpha / beta), the calculation gives 2.7 / 5.5 eV. The strongest force on any atom comes out at 2.08 eV Å⁻¹. The expectation value of S² is 3.753.

Each line ends with the Mulliken spin population.
Atoms and positions in Å:
Ti1 0.136 -0.030 0.180  2.611
C1 0.477 -2.700 0.876  0.251
C2 0.995 -2.924 -0.580  -0.118
C3 -0.267 -3.476 -1.274  0.020
C4 -0.202 -3.543 -2.803  -0.003
C5 0.064 -2.111 -3.274  0.046
C6 1.311 -1.463 -2.675  -0.046
N1 1.344 -1.647 -1.222  -0.036
O1 2.283 -0.810 -0.564  0.008
C7 1.252 0.029 -3.009  0.043
C8 2.576 -2.052 -3.342  0.007
C9 2.087 -3.992 -0.558  0.005
H1 -0.468 -2.143 0.814  0.010
H2 1.144 -2.122 1.521  -0.023
H3 0.314 -3.662 1.363  -0.006
H4 -1.167 -2.912 -1.020  0.011
H5 -0.497 -4.485 -0.905  0.002
H6 -1.153 -3.885 -3.213  -0.001
H7 0.609 -4.195 -3.133  -0.001
H8 -0.822 -1.483 -3.169  0.022
H9 0.185 -2.158 -4.367  -0.002
H10 0.399 0.515 -2.525  0.048
H11 1.204 0.158 -4.096  0.008
H12 2.149 0.558 -2.687  0.017
H13 3.451 -1.478 -3.050  0.000
H14 2.405 -1.975 -4.421  0.000
H15 2.690 -3.112 -3.125  0.000
H16 2.310 -4.364 -1.559  0.000
H17 1.770 -4.791 0.117  0.000
H18 3.043 -3.661 -0.145  0.001
C10 -2.689 4.690 -3.173  0.000
C11 -1.783 4.845 -1.973  0.005
C12 -2.430 5.135 -0.618  0.005
O2 -1.934 4.158 0.261  -0.015
C13 -1.129 3.290 -0.426  0.148
O3 -0.571 2.375 0.075  0.042
O4 -1.191 3.559 -1.730  -0.022
H19 -3.206 5.612 -3.442  0.000
H20 -3.473 3.958 -2.966  0.000
H21 -2.152 4.306 -4.039  0.000
H22 -0.947 5.528 -2.138  -0.002
H23 -3.524 5.165 -0.616  0.001
H24 -2.162 6.154 -0.317  -0.001
C14 0.225 -0.424 6.476  0.000
C15 -0.949 -0.672 5.541  -0.001
C16 -1.976 0.484 5.496  0.003
O5 -2.241 0.591 4.113  -0.005
C17 -1.294 -0.026 3.396  -0.006
O6 -1.183 0.053 2.216  -0.021
O7 -0.456 -0.725 4.209  0.005
H25 0.819 -1.336 6.575  0.000
H26 -0.035 -0.071 7.472  0.000
H27 0.909 0.274 5.987  0.000
H28 -1.474 -1.598 5.801  0.001
H29 -1.436 1.362 5.867  -0.001
H30 -2.888 0.251 6.035  0.000
C18 -2.614 0.738 -4.869  0.004
C19 -3.588 0.558 -3.707  0.005
C20 -4.075 -0.867 -3.436  0.005
O8 -3.282 -1.310 -2.327  0.004
C21 -2.659 -0.253 -1.800  0.063
O9 -2.068 -0.300 -0.753  -0.047
O10 -2.823 0.855 -2.513  -0.007
H31 -3.153 0.657 -5.820  -0.002
H32 -1.890 -0.078 -4.889  0.002
H33 -2.129 1.708 -4.846  0.000
H34 -4.417 1.262 -3.780  -0.001
H35 -3.836 -1.521 -4.275  0.000
H36 -5.148 -0.875 -3.256  -0.003
C22 4.761 -0.217 4.664  0.001
C23 3.766 0.882 4.408  0.000
C24 4.320 2.109 3.634  0.002
O11 3.525 2.195 2.468  -0.007
C25 2.577 1.243 2.478  0.039
O12 1.657 1.183 1.742  -0.051
O13 2.739 0.427 3.534  -0.017
H37 4.256 -0.984 5.256  0.000
H38 5.660 0.076 5.204  0.000
H39 5.044 -0.682 3.718  0.000
H40 3.319 1.204 5.351  0.000
H41 5.360 1.942 3.354  0.000
H42 4.239 3.023 4.220  0.000


No. 2
Computed, not measured: 3 unconnected molecules or ions with the total composition C2H9NO at a distorted geometry, with wB97M-V/def2-TZVPD.

The value obtained for the relative energy (zero: lowest compared OMol25 entry of this formula, charge and spin) is 73.1 kcal per mole. As for the calculated total energy: -211.46865 hartree. Its highest occupied orbital energy is -10.3 eV. Its SMILES is [H][H].C1CO1.N. For the gap between HOMO and LUMO, the calculation gives 11.2 eV. The strongest force on any atom comes out at 3.61 eV Å⁻¹.

Each line ends with the Löwdin charge.
Atoms and positions in Å:
H1 -3.186 -2.491 -1.073  -0.006
H2 -3.788 -2.333 -0.697  -0.001
C1 1.072 0.905 0.863  -0.101
C2 2.444 0.302 0.695  -0.197
O1 1.328 -0.510 0.457  -0.132
H3 0.474 0.811 1.797  0.126
H4 0.849 1.443 -0.063  0.098
H5 3.171 -0.070 1.413  0.105
H6 2.999 0.761 -0.113  0.095
N1 -1.651 0.130 -0.807  0.018
H7 -0.863 0.005 -0.068  0.025
H8 -1.656 1.111 -0.739  -0.024
H9 -1.195 -0.065 -1.665  -0.005


No. 3
Computed, not measured: a molecular structure, C37H47Ge2IrN6O2S at a distorted geometry, with wB97M-V/def2-TZVPD.

The value obtained for the relative energy (zero: lowest compared OMol25 entry of this formula, charge and spin) is 0.0 kcal per mole. As for the calculated total energy: -6572.84060 hartree. Its highest occupied orbital energy (alpha / beta) is -12.6 / -13.0 eV. As for the total charge: +2. As for the spin multiplicity: 5. For the gap between HOMO and LUMO (alpha / beta), the calculation gives 7.9 / 5.2 eV. The strongest force on any atom comes out at 1.12 eV Å⁻¹. The expectation value of S² is 6.058.

Each line ends with the Mulliken spin population.
Atoms and positions in Å:
Ir1 -0.351 -0.745 0.262  1.417
C1 -3.109 -1.306 1.334  -0.020
N1 -2.602 0.076 1.251  0.251
C2 -3.558 0.908 0.537  0.003
C3 -2.236 0.668 2.538  -0.036
C4 -0.883 0.227 3.044  0.052
C5 -0.649 0.243 4.418  -0.013
C6 0.594 -0.076 4.934  0.025
C7 1.623 -0.422 4.073  -0.010
C8 1.398 -0.439 2.708  0.015
C9 0.148 -0.141 2.166  0.043
H1 -4.201 -1.314 1.193  -0.004
H2 -1.946 -1.873 2.780  -0.005
H3 -2.255 -2.984 0.535  0.001
H4 -4.515 0.963 1.069  0.005
H5 -3.736 0.488 -0.450  -0.005
H6 -3.169 1.916 0.424  -0.017
H7 -3.008 0.478 3.296  0.005
H8 -2.190 1.750 2.381  -0.008
H9 -1.453 0.516 5.088  0.001
H10 0.761 -0.047 6.000  0.000
H11 2.595 -0.673 4.466  0.000
H12 2.212 -0.705 2.049  0.004
C10 -2.601 -1.518 -3.518  0.025
C11 -2.134 -1.523 -2.088  0.101
N2 -0.921 -1.093 -1.718  0.478
O1 -0.037 -0.674 -2.699  0.092
C12 -2.964 -1.983 -1.084  0.262
C13 -4.325 -2.544 -1.326  -0.001
N3 -2.414 -2.019 0.232  0.153
O2 -2.880 -1.928 2.524  0.007
H13 -2.127 -0.735 -4.107  0.001
H14 -3.670 -1.336 -3.551  -0.004
H15 -2.412 -2.478 -3.999  -0.007
H16 -0.350 -0.957 -3.575  -0.001
H17 -4.308 -3.271 -2.139  0.015
H18 -5.049 -1.776 -1.607  0.027
H19 -4.694 -3.046 -0.436  0.001
C14 -0.505 -6.199 1.358  0.001
N4 0.460 -5.589 0.484  0.006
C15 1.230 -6.231 -0.448  0.002
C16 2.039 -5.312 -1.012  0.003
N5 1.769 -4.089 -0.424  0.008
C17 0.777 -4.275 0.492  0.001
S1 0.088 -3.161 1.541  0.139
C18 2.535 -2.940 -0.660  0.026
C19 3.883 -3.126 -0.975  0.004
C20 4.652 -2.031 -1.313  -0.002
C21 4.050 -0.784 -1.306  -0.007
C22 2.723 -0.697 -0.934  -0.016
N6 1.963 -1.738 -0.606  0.063
H20 -0.356 -7.277 1.357  0.000
H21 -1.520 -5.971 1.025  0.001
H22 -0.376 -5.808 2.368  -0.001
H23 1.137 -7.279 -0.641  0.001
H24 2.758 -5.419 -1.795  0.000
H25 4.321 -4.109 -0.936  0.001
H26 5.690 -2.153 -1.576  0.000
H27 4.595 0.107 -1.567  0.000
H28 2.228 0.259 -0.907  0.088
C23 1.120 4.208 -2.626  0.060
Ge1 0.651 2.269 -2.770  0.284
C24 -1.079 2.070 -3.784  0.031
C25 2.123 1.298 -3.735  0.047
Ge2 0.331 1.664 0.034  0.404
C26 2.107 2.275 0.734  -0.037
C27 2.265 2.453 2.104  0.015
C28 3.479 2.855 2.632  0.003
C29 4.559 3.081 1.797  0.003
C30 4.415 2.918 0.429  0.002
C31 3.199 2.513 -0.094  -0.011
C32 -0.934 3.153 0.478  0.006
C33 -1.764 3.699 -0.497  0.008
C34 -2.616 4.752 -0.208  -0.001
C35 -2.667 5.258 1.080  0.009
C36 -1.861 4.714 2.066  0.000
C37 -0.992 3.680 1.766  0.002
H29 1.243 4.571 -3.643  0.017
H30 2.048 4.365 -2.087  -0.004
H31 0.338 4.782 -2.142  -0.005
H32 -0.873 1.577 -4.730  0.000
H33 -1.468 3.061 -3.998  0.005
H34 -1.836 1.512 -3.242  0.000
H35 1.910 1.381 -4.798  0.005
H36 2.196 0.249 -3.475  -0.002
H37 3.075 1.784 -3.544  0.001
H38 1.442 2.261 2.775  -0.001
H39 3.576 2.989 3.700  0.000
H40 5.509 3.384 2.210  0.000
H41 5.249 3.109 -0.233  0.000
H42 3.103 2.382 -1.166  0.001
H43 -1.750 3.293 -1.499  -0.011
H44 -3.238 5.176 -0.983  0.000
H45 -3.328 6.078 1.309  0.000
H46 -1.896 5.107 3.070  0.000
H47 -0.361 3.279 2.545  -0.003


Question: Which of these has the highest strongest force on any atom?
Answer: C2H9NO


Question: calculated total energy of number 2 (C2H9NO)?
Answer: -211.46865 hartree